No. 1
{"formula": "C23H35FN3O3SeSiW", "method": "ωB97M-V/def2-TZVPD", "charge": 1, "s_squared": 2.013, "max_force_ev_per_a": 0.3, "homo_ha": [-0.392, -0.401], "de_lowest_kj_mol": 31.5, "multiplicity": 3, "species": ["W", "N", "C", "C", "O", "O", "H", "H", "H", "H", "C", "Si", "C", "C", "N", "C", "C", "C", "C", "C", "C", "F", "H", "H", "H", "H", "H", "H", "H", "H", "H", "H", "H", "H", "H", "C", "N", "C", "C", "O", "H", "H", "H", "H", "H", "H", "H", "C", "C", "C", "C", "C", "C", "Se", "C", "C", "C", "H", "H", "H", "H", "H", "H", "H", "H", "H", "H", "H"], "coordinates": [[0.90456, 0.41248, -0.75731], [3.18623, 0.56086, -0.31340], [4.00064, 0.49552, -1.54294], [3.10528, 0.65507, -2.76832], [3.52632, 1.01886, -3.82759], [1.85007, 0.30960, -2.51746], [3.26233, 1.47729, 0.11906], [3.50539, -0.10310, 0.38327], [4.47353, -0.48410, -1.61862], [4.78580, 1.24752, -1.56435], [0.67108, -2.14487, -0.92752], [0.80257, -1.89939, 0.96800], [-0.58788, -2.87003, 1.73289], [2.44541, -2.56966, 1.54447], [0.77585, -0.15212, 1.15217], [0.92945, 0.43690, 2.42445], [0.48643, -0.21624, 3.58179], [0.61965, 0.34122, 4.84139], [1.20612, 1.58830, 5.00027], [1.65391, 2.26650, 3.87913], [1.50584, 1.68545, 2.63959], [1.96880, 2.38839, 1.56293], [1.37017, -2.97639, -1.06342], [0.93076, -1.51682, -1.79536], [-0.34353, -2.49039, -1.12796], [-0.87914, -3.69176, 1.07494], [-1.47347, -2.25657, 1.89624], [-0.28042, -3.30208, 2.68716], [2.45745, -3.66026, 1.48617], [2.63169, -2.29653, 2.58547], [3.28452, -2.20876, 0.94465], [0.00414, -1.17941, 3.48459], [0.25761, -0.20344, 5.70258], [1.31493, 2.02986, 5.98048], [2.12245, 3.23909, 3.94892], [1.59213, 4.93297, -1.99960], [0.58252, 4.63192, -0.98227], [-0.26866, 5.71457, -0.50256], [0.42125, 3.40708, -0.56706], [1.14842, 2.46485, -0.99540], [1.37933, 5.91280, -2.41670], [1.55982, 4.18308, -2.78679], [2.58568, 4.93797, -1.55275], [0.35352, 6.52874, -0.13454], [-0.89451, 5.35425, 0.31020], [-0.89869, 6.07899, -1.31270], [-0.36979, 3.22222, 0.15944], [-4.44334, -4.53568, -1.13570], [-3.70709, -3.22660, -1.20052], [-3.68141, -2.36228, -0.11621], [-3.01585, -1.13953, -0.16411], [-3.02967, -0.23310, 1.03687], [-2.36080, -0.79258, -1.34607], [-1.42678, 0.88997, -1.44797], [-2.38340, -1.62950, -2.46989], [-1.70160, -1.25300, -3.75588], [-3.05433, -2.84019, -2.36847], [-4.71575, -4.78776, -0.11190], [-3.83934, -5.34824, -1.54031], [-5.36156, -4.48956, -1.72383], [-4.19318, -2.64283, 0.79815], [-3.55919, -0.69981, 1.86719], [-3.52673, 0.71086, 0.80633], [-2.01772, 0.01679, 1.36505], [-0.62390, -1.12611, -3.62840], [-2.07939, -0.30102, -4.13146], [-1.86619, -2.01343, -4.51716], [-3.07837, -3.49687, -3.23135]], "lowdin_spin": [1.69, 0.01, 0.00, 0.01, 0.01, 0.04, 0.00, 0.00, 0.00, 0.00, 0.02, 0.02, 0.00, 0.00, 0.05, 0.01, 0.00, 0.00, 0.00, 0.00, 0.01, 0.01, 0.00, 0.00, 0.00, 0.00, 0.00, 0.00, 0.00, 0.00, 0.00, 0.00, 0.00, 0.00, 0.00, 0.00, 0.02, 0.00, 0.02, 0.04, 0.00, 0.00, 0.00, 0.00, 0.00, 0.00, 0.00, 0.00, 0.00, 0.00, 0.00, 0.00, 0.02, -0.01, 0.00, 0.00, 0.00, 0.00, 0.00, 0.00, 0.00, 0.00, 0.00, 0.00, 0.00, 0.00, 0.00, 0.00]}

=====

No. 2
{"formula": "C23H35N3O3", "method": "ωB97M-V/def2-TZVPD", "max_force_ev_per_a": 1.5, "smiles": "CC1(C)C[C@@H](C(=O)N2CCCCC(C)(C)C2)CN(C(=O)c2ncoc2C2CC2)C1", "homo_ha": -0.327, "de_lowest_kj_mol": 128.2, "multiplicity": 1, "species": ["C", "C", "C", "C", "C", "C", "O", "N", "C", "C", "C", "C", "C", "C", "C", "C", "C", "N", "C", "O", "C", "N", "C", "O", "C", "C", "C", "C", "C", "H", "H", "H", "H", "H", "H", "H", "H", "H", "H", "H", "H", "H", "H", "H", "H", "H", "H", "H", "H", "H", "H", "H", "H", "H", "H", "H", "H", "H", "H", "H", "H", "H", "H", "H"], "coordinates": [[-3.18511, -0.69106, 2.63362], [-1.89275, -0.79176, 1.82352], [-1.67723, -2.22524, 1.34627], [-1.99030, 0.18405, 0.62905], [-0.64310, 0.33242, -0.07144], [-0.70892, 1.32281, -1.23234], [-1.64937, 2.09876, -1.32956], [0.34615, 1.34754, -2.08313], [1.30575, 0.25289, -2.19114], [0.80468, -0.98291, -2.94187], [-0.20360, -0.71939, -4.06317], [0.12840, 0.45820, -4.98773], [-0.28190, 1.86380, -4.51513], [0.18854, 2.86711, -5.57272], [-1.80704, 1.95723, -4.42775], [0.36995, 2.29166, -3.19137], [0.41131, 0.77817, 0.93836], [0.51395, -0.20485, 2.00415], [1.35800, -1.26026, 1.79462], [1.91908, -1.42405, 0.71961], [1.71903, -2.12066, 2.94159], [2.39073, -3.30351, 2.77224], [2.65504, -3.72194, 3.95610], [2.24045, -2.88181, 4.93024], [1.65256, -1.83935, 4.28801], [1.22922, -0.71004, 5.14822], [2.26495, 0.00406, 5.97220], [1.62084, 0.69682, 4.80397], [-0.74470, -0.34001, 2.74242], [-3.34863, 0.32180, 3.00623], [-4.05068, -0.96169, 2.02508], [-3.16864, -1.36531, 3.49485], [-0.79752, -2.33551, 0.71042], [-1.55351, -2.90689, 2.19223], [-2.53793, -2.57040, 0.76918], [-2.75256, -0.17805, -0.06096], [-2.29674, 1.15821, 1.01606], [-0.36798, -0.63179, -0.50510], [2.24226, 0.64211, -2.58963], [1.58755, -0.07763, -1.18648], [1.67491, -1.51221, -3.33949], [0.35563, -1.67883, -2.22836], [-0.26884, -1.62685, -4.66768], [-1.20200, -0.59022, -3.63643], [1.20413, 0.44174, -5.20354], [-0.36320, 0.28138, -5.94836], [-0.09282, 3.88829, -5.30432], [1.27515, 2.84425, -5.69355], [-0.25501, 2.65002, -6.54591], [-2.12108, 2.95045, -4.10471], [-2.26467, 1.75833, -5.40049], [-2.22994, 1.25019, -3.71523], [-0.12555, 3.20831, -2.85974], [1.40910, 2.59344, -3.34449], [1.39207, 0.94779, 0.50118], [0.11423, 1.73013, 1.38829], [3.16107, -4.62083, 4.26187], [0.26864, -0.85658, 5.62992], [1.99976, 0.30446, 6.97587], [3.29535, -0.31307, 5.88787], [2.20529, 0.85960, 3.90965], [0.90403, 1.48573, 4.98588], [-0.97077, 0.65785, 3.13423], [-0.65570, -0.98691, 3.60879]], "lowdin_charge": [-0.05, -0.52, -0.02, -0.09, -0.19, -0.41, 0.06, -0.02, -0.15, -0.16, -0.18, -0.15, -0.53, -0.06, -0.05, -0.11, -0.09, -0.02, -0.40, 0.08, -0.13, 0.16, -0.16, 0.09, -0.16, -0.23, -0.09, -0.10, -0.11, 0.09, 0.09, 0.09, 0.08, 0.09, 0.09, 0.13, 0.13, 0.12, 0.13, 0.08, 0.12, 0.10, 0.11, 0.10, 0.12, 0.12, 0.09, 0.08, 0.09, 0.09, 0.09, 0.07, 0.13, 0.13, 0.13, 0.15, 0.13, 0.14, 0.10, 0.11, 0.11, 0.10, 0.13, 0.11]}

=====

No. 3
{"formula": "C23H35N3O3", "method": "ωB97M-V/def2-TZVPD", "max_force_ev_per_a": 0.3, "smiles": "CC1(C)C[C@@H](C(=O)N2CCCCC(C)(C)C2)CN(C(=O)c2ncoc2C2CC2)C1", "homo_ha": -0.325, "de_lowest_kj_mol": 82.3, "multiplicity": 1, "species": ["C", "C", "C", "C", "C", "C", "O", "N", "C", "C", "C", "C", "C", "C", "C", "C", "C", "N", "C", "O", "C", "N", "C", "O", "C", "C", "C", "C", "C", "H", "H", "H", "H", "H", "H", "H", "H", "H", "H", "H", "H", "H", "H", "H", "H", "H", "H", "H", "H", "H", "H", "H", "H", "H", "H", "H", "H", "H", "H", "H", "H", "H", "H", "H"], "coordinates": [[1.56228, 1.61398, 3.77353], [1.42579, 0.72707, 2.53935], [1.28665, -0.73123, 2.98796], [0.20211, 1.17106, 1.72190], [0.12728, 0.49216, 0.35387], [-1.04761, 1.01267, -0.45896], [-1.56885, 2.08751, -0.20508], [-1.45362, 0.23365, -1.50341], [-1.01453, -1.14161, -1.71806], [-1.75266, -2.18748, -0.87552], [-3.20194, -1.83795, -0.54330], [-4.02741, -1.29498, -1.71417], [-3.95961, 0.22276, -1.97331], [-4.85890, 0.53974, -3.17224], [-4.48763, 0.99217, -0.75911], [-2.54668, 0.70269, -2.34535], [1.44489, 0.73689, -0.38809], [2.54748, 0.20348, 0.39932], [2.90875, -1.08026, 0.14241], [2.35954, -1.73974, -0.73808], [4.00931, -1.70708, 0.91936], [5.00785, -1.04211, 1.64310], [5.74448, -1.98021, 2.10249], [5.34322, -3.22998, 1.76824], [4.22778, -3.04551, 1.00122], [3.54717, -4.23647, 0.49367], [4.34448, -5.48045, 0.18558], [3.44081, -5.46265, 1.37256], [2.68959, 0.89433, 1.67860], [1.69516, 2.66072, 3.49036], [0.66856, 1.54597, 4.39660], [2.42009, 1.31217, 4.37899], [1.16087, -1.41888, 2.14962], [2.17157, -1.04958, 3.54450], [0.41864, -0.84256, 3.64143], [-0.71225, 0.96967, 2.28765], [0.23699, 2.25272, 1.56939], [0.01672, -0.58635, 0.48954], [-1.18805, -1.33902, -2.77762], [0.05903, -1.23772, -1.56113], [-1.72001, -3.13402, -1.42276], [-1.20618, -2.36135, 0.05618], [-3.68078, -2.74585, -0.16864], [-3.23084, -1.12879, 0.28639], [-3.76194, -1.83570, -2.63135], [-5.08179, -1.52313, -1.52943], [-4.84525, 1.60814, -3.39903], [-4.53346, -0.00143, -4.06373], [-5.89155, 0.25543, -2.96084], [-4.47346, 2.06533, -0.95402], [-5.51651, 0.68936, -0.54761], [-3.88764, 0.83131, 0.13480], [-2.52913, 1.79168, -2.33866], [-2.32103, 0.36527, -3.36233], [1.45986, 0.28704, -1.37586], [1.59856, 1.81528, -0.49131], [6.63140, -1.90142, 2.70883], [2.71664, -4.00261, -0.15297], [4.04856, -6.04566, -0.68672], [5.40948, -5.44477, 0.36767], [3.90052, -5.41375, 2.35006], [2.51329, -6.01599, 1.33080], [2.82839, 1.95708, 1.45717], [3.57191, 0.54087, 2.20098]], "lowdin_charge": [-0.05, -0.53, -0.03, -0.10, -0.19, -0.41, 0.07, -0.02, -0.14, -0.17, -0.18, -0.15, -0.53, -0.06, -0.04, -0.10, -0.08, -0.01, -0.39, 0.05, -0.12, 0.14, -0.16, 0.09, -0.15, -0.19, -0.09, -0.09, -0.10, 0.09, 0.09, 0.09, 0.08, 0.09, 0.09, 0.13, 0.13, 0.12, 0.12, 0.09, 0.11, 0.10, 0.11, 0.10, 0.12, 0.12, 0.09, 0.08, 0.09, 0.09, 0.09, 0.07, 0.13, 0.13, 0.12, 0.14, 0.14, 0.13, 0.10, 0.10, 0.10, 0.10, 0.14, 0.11]}

=====

> What is the multiplicity in the third record?

1

=====

> Which value of multiplicity does entry 3 give?

1

=====

> multiplicity of number 1 (C23H35FN3O3SeSiW)?

3